1.
Density functional theory data (ωB97M-V/def2-TZVPD) for a cluster of 2 separate species, C4H11NO3 in total at a distorted geometry.

```
19
Properties=species:S:1:pos:R:3
C 0.2768 0.5691 0.1596
C 1.4448 -0.4024 -0.0682
C 2.7638 0.1059 0.5415
O 3.8540 -0.7056 0.3892
N -0.9447 0.1806 -0.5153
C -2.3519 1.1705 -0.3571
O -2.2566 2.4795 -0.6113
H 0.2716 0.3809 1.2071
H 0.4349 1.5941 0.1218
H 1.4227 -0.4419 -1.2406
H 1.3535 -1.5655 0.4047
H 2.5395 0.4004 1.6874
H 2.9179 1.0158 -0.1156
H -0.8680 0.0681 -1.6502
H -3.0444 0.5456 -1.1201
H -2.5688 0.7712 0.6652
H -1.6869 -1.2688 -0.0896
H -1.4326 -2.7609 0.4206
O -2.1254 -2.1365 0.1707
```

- Kohn-Sham gap: 0.229 hartree
- Net charge: -2

2.
Density functional theory data (ωB97M-V/def2-TZVPD) for a cluster of 2 separate species, C4H11NO3 in total at a distorted geometry.

```
19
Properties=species:S:1:pos:R:3
C -1.5313 -2.0564 1.2440
C -0.5744 -1.0176 0.6919
C -0.6218 0.2817 1.4480
O 0.3555 -1.4523 0.0108
H -2.5613 -1.7478 1.0672
H -1.3621 -3.0305 0.7911
H -1.3657 -2.1693 2.3141
H -1.5795 0.4265 1.9456
H 0.1518 0.2709 2.2159
H -0.6362 1.1481 0.7915
N 0.4807 0.1105 -2.4190
O 0.2090 1.0095 -1.3361
C 1.4394 1.8623 -1.0100
O 2.0231 1.5157 0.1789
H -0.1127 0.3830 -3.2002
H 0.1969 -0.8149 -2.0905
H 2.2027 1.8403 -1.8018
H 0.9905 2.8525 -0.9290
H 2.2953 0.5878 0.0876
```

- Kohn-Sham gap: 0.372 hartree
- SMILES: CC(C)=O.NOCO

3.
Density functional theory data (ωB97M-V/def2-TZVPD) for a cluster of 2 separate species, C4H11NO3 in total at a distorted geometry.

```
19
Properties=species:S:1:pos:R:3
C -0.8751 -2.0775 -0.9050
C -0.5619 -0.6168 -1.0807
O -1.5684 0.1818 -0.4415
C 0.8386 -0.1869 -0.5507
N 0.7760 0.5749 0.7124
C 0.4722 -0.0348 1.8726
O -0.0750 -1.1207 1.9176
H -0.5642 -2.4346 0.0594
H -0.5720 -2.7601 -1.7039
H -1.9594 -2.2041 -0.9868
H -0.7540 -0.2762 -2.0992
H -1.6421 -0.0072 0.4962
H 1.4860 -1.0267 -0.3087
H 1.2589 0.5310 -1.2366
H 1.2581 1.4532 0.8017
H 0.7978 0.5512 2.7459
O 0.9872 2.7599 -0.9952
H 0.7900 3.4941 -0.4028
H 0.1179 2.3331 -1.0756
```

- Kohn-Sham gap: 0.387 hartree
- SMILES: C[C@@H](O)CNC=O.O

- Which value of Kohn-Sham gap does entry 3 give?
  0.387 hartree

- Which formula does entry 3 have?
  C4H11NO3

Please write out number 1 again, unchanged.
Density functional theory data (ωB97M-V/def2-TZVPD) for a cluster of 2 separate species, C4H11NO3 in total at a distorted geometry.

```
19
Properties=species:S:1:pos:R:3
C 0.2768 0.5691 0.1596
C 1.4448 -0.4024 -0.0682
C 2.7638 0.1059 0.5415
O 3.8540 -0.7056 0.3892
N -0.9447 0.1806 -0.5153
C -2.3519 1.1705 -0.3571
O -2.2566 2.4795 -0.6113
H 0.2716 0.3809 1.2071
H 0.4349 1.5941 0.1218
H 1.4227 -0.4419 -1.2406
H 1.3535 -1.5655 0.4047
H 2.5395 0.4004 1.6874
H 2.9179 1.0158 -0.1156
H -0.8680 0.0681 -1.6502
H -3.0444 0.5456 -1.1201
H -2.5688 0.7712 0.6652
H -1.6869 -1.2688 -0.0896
H -1.4326 -2.7609 0.4206
O -2.1254 -2.1365 0.1707
```

- Kohn-Sham gap: 0.229 hartree
- Net charge: -2